Entry 1:
99
Properties=species:S:1:pos:R:3:forces:R:3 method="wB97M-V/def2-TZVPD" orbital_gap_ha=0.2168 charge=-1 homo_energy_ev=-3.763 relative_energy_kcal_mol=19.28 energy_ha=-2847.26571 spin_multiplicity=1
Pt -0.646638 -0.326601 0.371795 -0.596 -0.972 0.733
C 1.831556 3.221290 0.697130 0.344 -0.124 0.252
C 1.768942 1.714631 0.705312 0.312 -0.150 -0.270
O 0.900519 1.104908 1.310952 0.158 0.208 0.146
N 2.772993 1.081863 0.034223 -0.266 0.001 0.268
C 2.812736 -0.374181 -0.095689 0.006 0.311 -0.055
C 2.291843 -0.776526 -1.442895 -0.029 -0.216 -0.169
C 3.127949 -1.058504 -2.516346 0.078 -0.063 0.072
C 2.561530 -1.393956 -3.735845 0.095 -0.002 -0.030
C 1.184106 -1.450015 -3.835699 -0.142 0.020 -0.022
C 0.425726 -1.153391 -2.710770 0.129 0.126 0.044
N 0.965935 -0.812726 -1.542538 0.393 0.054 -0.702
H 0.951116 3.614783 1.196964 0.215 -0.103 0.036
H 1.860696 3.597172 -0.329501 0.176 -0.066 0.162
H 2.732010 3.557105 1.214968 0.034 -0.017 -0.004
H 3.318099 1.632940 -0.605607 0.087 0.033 -0.006
H 2.161952 -0.793683 0.669239 -0.029 -0.018 0.111
H 3.825362 -0.739384 0.064346 0.138 0.073 -0.017
H 4.203372 -1.035812 -2.384276 -0.005 0.022 -0.020
H 3.189294 -1.614021 -4.591393 -0.011 -0.016 0.021
H 0.690355 -1.717900 -4.761565 0.027 -0.009 0.035
H -0.655524 -1.198167 -2.737721 0.022 0.000 -0.006
S -2.537979 -1.692756 0.409578 0.175 0.497 -0.334
C -3.051567 -2.088863 -1.229424 -0.056 0.023 0.119
C -2.995406 -1.189783 -2.297119 -0.116 -0.091 -0.150
C -3.488155 -1.522519 -3.554421 0.033 -0.020 0.126
C -4.056139 -2.773729 -3.778600 0.052 0.036 0.028
C -4.109114 -3.684161 -2.728259 0.067 0.075 0.167
C -3.609090 -3.349899 -1.472242 -0.206 -0.025 -0.200
H -2.554415 -0.220685 -2.125857 0.027 0.146 0.023
H -3.432655 -0.791563 -4.356563 -0.013 -0.023 0.065
H -4.450306 -3.033836 -4.754986 0.031 0.004 0.045
H -4.536720 -4.669196 -2.888301 0.017 0.047 0.026
H -3.650693 -4.064742 -0.657682 -0.006 0.004 -0.036
O -1.116782 1.381875 -0.508793 -1.224 1.167 -0.845
Si -2.444126 2.300101 -0.563984 0.351 -0.282 -0.040
C -2.029324 4.095799 -0.150648 0.258 0.311 0.147
C -3.014567 5.016285 0.232336 0.180 0.027 -0.004
C -2.695407 6.341163 0.514427 0.111 -0.069 -0.058
C -1.374755 6.775940 0.429879 -0.057 -0.133 -0.010
C -0.381011 5.884668 0.039319 -0.178 -0.092 -0.035
C -0.711420 4.563809 -0.253649 -0.341 -0.017 -0.280
C -3.852396 1.838931 0.585873 -0.220 -0.120 0.186
C -4.952646 1.078233 0.170292 0.082 0.071 0.089
C -5.961932 0.722208 1.057739 0.093 0.055 0.028
C -5.886229 1.112386 2.388992 0.094 0.035 -0.046
C -4.800454 1.862773 2.828889 -0.007 -0.035 -0.134
C -3.799388 2.222099 1.934088 -0.047 -0.086 -0.114
C -3.105057 2.435590 -2.334103 0.038 -0.211 -0.293
C -4.389227 2.886792 -2.660627 0.129 -0.017 -0.060
C -4.803461 3.001986 -3.984450 0.138 -0.019 0.038
C -3.932258 2.676738 -5.018657 0.055 -0.020 0.152
C -2.648503 2.229846 -4.721135 -0.065 0.021 0.182
C -2.244765 2.107453 -3.393295 -0.139 0.065 -0.004
H -4.048249 4.690669 0.321436 0.087 0.018 0.007
H -3.476779 7.036332 0.801911 0.035 -0.026 0.021
H -1.123252 7.802571 0.670055 -0.011 -0.010 -0.030
H 0.648619 6.219231 -0.037994 -0.017 -0.004 0.010
H 0.065588 3.871465 -0.575262 -0.669 0.306 -0.050
H -5.021395 0.746820 -0.861307 0.040 -0.012 0.030
H -6.799825 0.127682 0.711708 0.033 0.003 0.013
H -6.664433 0.822935 3.085782 0.005 0.014 -0.012
H -4.733159 2.164375 3.867912 0.012 -0.022 -0.016
H -2.955970 2.807611 2.292532 -0.054 -0.055 -0.031
H -5.083192 3.148218 -1.867460 0.013 -0.020 -0.015
H -5.806768 3.344829 -4.210101 0.013 -0.004 0.009
H -4.253034 2.770047 -6.048830 -0.003 -0.013 -0.016
H -1.965514 1.969508 -5.521830 -0.002 0.003 0.007
H -1.245913 1.739974 -3.161097 -0.115 0.029 -0.022
C -1.642657 -0.392655 3.485429 -0.082 0.201 0.061
C -0.615270 -1.299411 4.139355 0.043 0.004 -0.033
C 0.754959 -0.623142 4.250883 -0.019 -0.008 0.025
C -0.532893 -2.644096 3.439273 0.111 0.004 -0.009
C -0.875225 -3.763552 4.198283 0.007 0.078 -0.082
C -0.774728 -5.051911 3.704509 0.017 0.055 -0.005
C -0.298104 -5.216343 2.416611 0.015 0.041 -0.116
C 0.051028 -4.133761 1.611425 0.117 -0.267 0.018
C 0.627265 -4.462713 0.239361 0.067 0.358 -0.010
C 2.085061 -3.990765 0.102648 -0.080 -0.066 0.043
C -0.233735 -3.932004 -0.906702 0.013 -0.130 -0.011
C -0.080867 -2.813525 2.104333 0.215 0.329 -0.448
O 0.344989 -1.786151 1.316086 -0.027 -1.166 0.978
H -1.753229 0.561467 4.018022 0.053 -0.124 -0.019
H -2.622098 -0.875662 3.420317 0.054 0.046 0.038
H -1.310163 -0.189525 2.463020 -0.289 0.264 0.277
H -0.954873 -1.499797 5.158322 0.017 -0.145 0.101
H 1.085524 -0.267065 3.278820 0.027 -0.010 -0.079
H 1.499537 -1.325746 4.636330 -0.020 0.041 0.018
H 0.702623 0.233942 4.930978 -0.011 -0.026 -0.037
H -1.220459 -3.607828 5.215986 0.008 0.024 -0.020
H -1.036361 -5.907559 4.316445 -0.021 0.027 -0.020
H -0.186212 -6.217938 2.011611 0.002 0.016 -0.007
H 0.635556 -5.553532 0.168402 -0.003 -0.070 0.006
H 2.137429 -2.913940 0.256514 -0.012 -0.091 -0.011
H 2.475888 -4.226254 -0.894852 -0.037 0.008 0.072
H 2.723957 -4.475924 0.848350 -0.050 0.036 -0.049
H -0.315208 -2.850523 -0.845970 -0.014 -0.047 0.009
H -1.249006 -4.336072 -0.856728 0.175 0.003 -0.016
H 0.206011 -4.203342 -1.875520 -0.039 -0.007 0.070

Entry 2:
56
Properties=species:S:1:pos:R:3:forces:R:3 method="wB97M-V/def2-TZVPD" orbital_gap_ha="0.3439 / 0.3440" charge=+1 homo_energy_ev="-11.497 / -11.499" relative_energy_kcal_mol=0.00 s2=9.327 energy_ha=-3527.83944 spin_multiplicity=6
Dy 0.114537 -0.255606 0.200381 -1.327 1.826 -2.013
C 1.242024 3.045150 -0.607698 -0.040 -0.036 0.057
N 0.577401 2.432177 0.537494 -0.040 -0.170 0.028
C -0.680343 3.061131 0.934761 0.026 -0.053 0.032
C -1.828601 2.309792 0.337233 0.022 -0.053 -0.008
N -1.681679 1.203783 -0.347927 -0.979 -0.047 -0.308
C -2.992993 0.766367 -0.645778 0.258 0.040 -0.054
C -3.444904 -0.344476 -1.355882 -0.070 0.003 -0.019
C -4.813093 -0.512455 -1.464461 0.005 0.040 0.014
C -5.717071 0.399722 -0.895161 0.003 -0.068 -0.045
C -5.278338 1.511748 -0.206128 -0.056 0.038 -0.004
C -3.902467 1.663696 -0.101694 0.026 0.285 0.151
N -3.120494 2.642888 0.506610 -0.183 0.169 0.057
C 1.949056 1.993350 -1.393082 -0.190 0.057 -0.070
N 1.470868 0.784987 -1.575199 0.691 -0.403 -0.235
C 2.399680 0.156071 -2.444848 -0.277 0.073 0.108
C 2.422748 -1.115514 -3.016091 -0.082 -0.140 0.028
C 3.478533 -1.425584 -3.851252 0.015 0.024 0.002
C 4.501114 -0.503666 -4.131032 -0.046 -0.089 0.004
C 4.484950 0.761024 -3.584810 0.038 -0.005 -0.002
C 3.415660 1.054285 -2.748717 0.097 0.306 0.035
N 3.091656 2.216613 -2.059415 0.222 0.074 -0.091
H 1.930759 3.844222 -0.323178 0.027 0.041 0.018
H 0.483932 3.487785 -1.254836 -0.057 0.018 -0.041
H 1.197149 2.385185 1.336008 0.042 0.023 0.032
H -0.728669 4.114291 0.648212 0.012 0.082 -0.007
H -0.769330 3.014212 2.018465 -0.020 -0.032 0.072
H -2.755760 -1.041033 -1.809781 0.032 -0.041 0.002
H -5.200769 -1.363405 -2.009923 0.024 0.029 0.020
H -6.781493 0.232391 -1.005017 0.064 -0.008 -0.007
H -5.974152 2.222609 0.222868 0.060 -0.033 -0.014
H -3.457573 3.454970 0.995733 -0.009 -0.009 0.015
H 1.636221 -1.831129 -2.820436 0.044 0.055 -0.001
H 3.516448 -2.406330 -4.309016 0.000 0.048 0.025
H 5.312679 -0.788409 -4.788303 -0.046 -0.007 0.016
H 5.263467 1.482432 -3.798169 -0.039 -0.012 0.014
H 3.628287 3.067294 -2.035238 -0.017 0.004 -0.030
C -0.281496 -3.404576 3.410406 -0.052 -0.023 -0.037
C -0.038704 -2.246249 2.460684 0.222 0.107 0.099
O -1.136171 -2.056516 1.541599 0.343 -0.171 0.436
P 1.581638 -2.482035 1.546861 0.429 -0.058 0.531
O 2.630038 -2.835881 2.640610 0.100 0.157 0.056
O 1.565377 -3.777977 0.689501 -0.240 -0.079 -0.243
O 1.898145 -1.203579 0.788944 1.025 -1.379 0.656
P 0.227947 -0.611358 3.303240 -0.039 0.146 0.268
O -0.833169 -0.532020 4.486540 -0.134 0.020 -0.123
O 1.629197 -0.585892 3.791051 -0.007 -0.024 0.061
O -0.234515 0.386804 2.238422 0.211 -0.154 1.192
H -0.409586 -4.332361 2.850090 -0.006 -0.017 0.015
H -1.179740 -3.201875 3.996003 -0.021 -0.032 -0.005
H 0.551533 -3.538441 4.098209 0.003 0.035 -0.009
H -1.874795 -2.630519 1.783529 0.093 0.056 -0.179
H 2.710539 -2.060038 3.245179 -0.067 -0.022 0.073
H 1.004586 -3.663794 -0.110486 0.037 -0.016 -0.013
H -0.420856 -0.683065 5.344351 0.038 -0.007 0.122
Cl -0.379434 -2.261169 -1.259419 -0.167 -0.567 -0.681

Entry 3:
35
Properties=species:S:1:pos:R:3:forces:R:3 method="wB97M-V/def2-TZVPD" orbital_gap_ha="0.2511 / 0.2191" charge=0 homo_energy_ev="-8.106 / -8.051" relative_energy_kcal_mol=5.65 s2=0.758 energy_ha=-11597.31869 spin_multiplicity=2
Ti 0.636663 -1.058397 -0.982829 -0.198 0.567 -0.167
C -3.424420 -1.919450 -2.405839 0.055 0.000 0.043
C -2.134480 -1.271598 -2.298858 -0.052 0.213 -0.093
N -1.114267 -0.750676 -2.218580 -0.071 -0.302 0.099
H -3.765623 -2.113409 -1.385321 -0.022 -0.013 -0.033
H -3.317788 -2.847537 -2.965533 -0.020 0.002 0.022
H -4.123563 -1.253611 -2.909551 -0.007 -0.005 0.022
O 3.290472 -3.829975 -1.927643 0.047 -0.211 -0.034
C 2.606848 -2.894468 -1.996025 0.356 -0.108 -0.009
N 1.933521 -1.896610 -2.094325 -0.390 0.316 0.066
Se -0.597961 -1.071061 4.330381 0.069 0.106 0.109
Sb -1.732032 -1.760205 2.383027 -0.023 -0.074 -0.051
Se -2.966753 -3.907417 2.391675 -0.023 0.062 -0.034
Se -3.367518 -0.602656 1.076944 -0.149 0.044 -0.120
Se 0.188286 -2.506030 0.726724 0.280 -0.419 0.197
C 2.838578 -0.102121 2.006496 -0.043 0.052 0.073
Si 2.114568 0.438609 0.385272 0.206 -0.094 0.033
C 3.335911 1.384555 -0.678264 0.057 -0.047 0.001
C 0.519083 1.395814 0.478281 0.035 -0.027 0.199
C -0.193474 1.742427 1.637649 0.120 -0.095 0.099
C -1.392402 2.414356 1.550124 -0.026 -0.049 0.182
C -1.938127 2.726046 0.309839 -0.118 0.056 -0.115
C -1.279498 2.364416 -0.844524 0.044 0.024 -0.143
C -0.052505 1.706289 -0.752836 -0.133 0.063 -0.312
H 3.436856 0.694758 2.454345 -0.006 0.012 0.005
H 3.480184 -0.973263 1.869485 0.003 -0.007 -0.011
H 2.040387 -0.380598 2.698346 0.008 -0.034 0.008
H 3.697674 2.258361 -0.130292 -0.004 -0.004 0.006
H 2.894268 1.734022 -1.611566 -0.002 -0.001 -0.015
H 4.195718 0.761146 -0.928542 -0.001 -0.006 0.000
H 0.204105 1.486311 2.611674 -0.009 -0.026 0.005
H -1.928595 2.676006 2.452583 0.015 0.013 0.021
H -2.888777 3.239696 0.256230 -0.007 0.004 -0.018
H -1.696898 2.604683 -1.814246 -0.002 -0.022 0.002
H 0.501562 1.511585 -1.674301 0.011 0.010 -0.037

Entry 4:
22
Properties=species:S:1:pos:R:3:forces:R:3 method="wB97M-V/def2-TZVPD" orbital_gap_ha="0.2458 / 0.2458" charge=+1 homo_energy_ev="-11.683 / -11.520" relative_energy_kcal_mol=117.87 energy_ha=-797.84232 spin_multiplicity=1
C -0.640274 -0.635738 -0.102124 0.096 4.073 0.049
C -2.701811 -0.520647 -0.553653 0.103 0.567 0.961
C -0.113976 -1.709672 0.739464 -1.077 -0.737 1.153
C -0.290658 2.981423 -0.466216 -3.809 3.482 -1.058
C -1.341140 -1.402462 -2.431929 -5.379 -0.704 0.530
C 0.659702 1.016264 1.305653 -0.370 3.110 -1.654
N -0.619058 1.671710 -0.764673 0.281 -3.570 1.919
N -1.606967 -0.865785 -1.128080 -0.367 1.423 1.762
N -0.240094 0.768856 0.113043 -0.915 -2.758 -1.842
S -3.849467 0.023141 0.350646 0.807 -0.637 -1.128
H -0.330874 -1.550893 1.862234 0.132 -0.688 -1.679
H -0.475657 -2.695397 0.327061 0.278 0.987 0.840
H 0.935299 -1.677187 0.591277 1.274 -0.500 0.225
H 0.661618 3.231654 -0.127724 1.763 0.213 0.506
H -0.562518 3.536077 -1.425522 0.881 -0.436 1.215
H -1.080934 3.467319 0.249927 1.332 -0.947 -0.756
H -0.928452 -2.313337 -2.228533 1.073 -2.744 -0.011
H -2.405223 -1.533187 -2.883188 2.180 0.185 0.167
H -0.693262 -0.836515 -2.948050 1.978 2.334 -1.977
H 1.491652 1.683895 0.913530 -0.920 -0.868 0.536
H 0.070408 1.669775 2.024342 0.783 -1.324 -0.469
H 1.106580 0.103213 1.611579 -0.122 -0.462 0.710